108
Properties=species:S:1:pos:R:3:forces:R:3 method="wB97M-V/def2-TZVPD" homo_ev=-1.4906 e_above_lowest_kcal_mol=0.0 gap_ev=5.19 charge=-2 energy_ha=-7390.958031
Rb -0.0502 0.0817 -0.4226 0.04 0.05 -0.01
C -0.4916 -3.5862 1.7836 -0.01 0.05 0.01
C -0.3176 -3.3855 0.2963 0.00 -0.01 0.05
C 0.9644 -3.1711 -0.2162 0.01 0.03 0.02
C 2.1703 -3.1491 0.6912 -0.01 -0.02 -0.01
C 1.1437 -2.9529 -1.5873 0.11 0.00 0.00
C 2.5388 -2.6603 -2.0877 0.01 -0.01 0.00
C 0.0464 -2.9672 -2.4509 -0.04 -0.01 -0.02
C 0.2433 -2.8134 -3.9401 -0.01 -0.01 -0.01
C -1.2463 -3.1276 -1.9314 0.01 0.02 0.00
C -2.4396 -3.0057 -2.8505 0.00 0.02 0.00
C -1.4232 -3.3738 -0.5651 -0.02 0.00 0.02
C -2.8026 -3.6412 -0.0047 -0.01 -0.03 -0.03
H -0.0318 -4.5168 2.1298 0.00 -0.01 -0.01
H -1.5371 -3.6014 2.0757 -0.01 0.00 -0.01
H -0.0166 -2.7658 2.3271 0.00 -0.01 0.00
H 2.9972 -3.7136 0.2541 0.00 0.00 0.00
H 1.9511 -3.5756 1.6669 0.01 0.00 0.01
H 2.5232 -2.1256 0.8477 0.00 -0.01 0.01
H 3.1738 -3.5528 -2.0576 -0.01 -0.01 0.00
H 3.0086 -1.8943 -1.4694 0.00 0.00 0.00
H 2.5380 -2.2830 -3.1067 0.01 0.02 0.02
H -0.5535 -3.3067 -4.4937 0.01 -0.03 0.00
H 1.1846 -3.2592 -4.2615 -0.01 0.02 0.00
H 0.2255 -1.7594 -4.2356 -0.01 0.01 0.00
H -2.7475 -3.9787 -3.2522 0.00 0.00 0.00
H -2.2321 -2.3380 -3.6831 0.01 -0.01 0.00
H -3.2909 -2.5681 -2.3344 0.00 0.00 0.01
H -3.5171 -3.8730 -0.7897 -0.01 0.00 0.00
H -3.1769 -2.7811 0.5577 0.00 0.01 0.00
H -2.7835 -4.4969 0.6724 0.00 0.00 0.01
C 5.2605 0.8865 4.5322 0.00 0.00 0.00
C 4.8245 -0.5454 4.2320 0.00 -0.01 0.01
N 3.4006 -0.6966 4.0225 0.01 -0.01 -0.01
C 2.7798 -0.2222 2.8744 -0.02 0.03 -0.05
S 1.0497 -0.1558 2.9159 0.03 -0.03 0.02
N 3.5766 0.1472 1.9152 -0.02 -0.01 0.04
N 2.9636 0.4415 0.7164 -0.04 -0.04 -0.04
C 3.4624 1.4382 0.0948 0.02 0.03 -0.08
C 4.5556 2.3021 0.6632 0.00 -0.01 0.04
C 2.9129 1.7604 -1.2516 0.01 0.01 0.02
C 2.7842 3.0840 -1.6624 -0.02 -0.01 -0.04
C 2.2395 3.3521 -2.9079 0.01 -0.03 0.01
C 1.8569 2.2949 -3.7143 0.02 0.06 0.04
C 2.0130 1.0087 -3.2192 -0.02 -0.04 0.02
N 2.5291 0.7368 -2.0229 0.00 0.00 -0.03
H 6.3445 0.9439 4.6644 0.00 0.00 0.00
H 4.7853 1.2542 5.4447 0.00 0.00 0.00
H 4.9740 1.5358 3.7057 0.00 0.00 0.00
H 5.1045 -1.2072 5.0568 0.01 0.00 0.00
H 5.3326 -0.9005 3.3356 0.00 0.00 0.00
H 2.8117 -0.6378 4.8373 0.00 0.01 -0.01
H 4.1822 2.8906 1.5049 0.00 0.01 0.00
H 4.9679 2.9749 -0.0872 -0.01 0.00 -0.01
H 5.3449 1.6593 1.0564 0.00 0.00 0.01
H 3.0488 3.8908 -0.9928 0.00 0.00 0.01
H 2.0813 4.3758 -3.2232 0.00 0.00 -0.01
H 1.3876 2.4459 -4.6764 0.00 0.00 0.00
H 1.6760 0.1609 -3.8038 0.00 0.00 0.00
O -3.0303 5.4493 -2.0158 -0.01 -0.01 -0.02
C -2.3554 4.6331 -2.9790 -0.01 0.01 0.01
C -2.6282 3.1303 -2.8015 -0.01 0.00 -0.02
C -4.0183 2.8054 -3.3543 0.03 0.01 0.03
O -5.0588 3.6098 -2.7864 0.00 0.00 -0.01
C -2.5717 2.7346 -1.3210 0.01 -0.02 0.01
Se -1.0512 3.4711 -0.2813 0.00 0.02 -0.02
C -1.5461 2.4078 -3.6148 -0.01 -0.01 -0.03
Se -1.5942 0.4367 -3.6748 0.01 -0.01 0.01
H -2.5763 5.2336 -1.1752 0.01 0.01 0.01
H -1.2784 4.8062 -2.9075 0.00 0.00 0.00
H -2.7019 4.9581 -3.9651 0.00 0.01 0.00
H -4.2511 1.7565 -3.1650 0.00 -0.01 0.00
H -4.0035 2.9480 -4.4447 0.00 0.00 0.00
H -4.6318 4.3810 -2.3824 0.00 0.00 -0.01
H -2.5439 1.6418 -1.3073 0.00 0.00 0.01
H -3.4931 3.0411 -0.8260 0.00 0.00 0.00
H -0.5880 2.7046 -3.1859 -0.02 0.01 0.01
H -1.5781 2.7773 -4.6458 0.00 0.00 0.00
C 2.7214 -7.1068 5.5146 0.00 -0.01 0.00
C 1.9252 -5.8302 5.4534 -0.01 0.02 0.01
C 2.3166 -4.7737 4.6361 0.01 0.00 0.01
C 1.6052 -3.5886 4.5982 0.01 0.00 -0.01
C 0.4628 -3.4229 5.3829 0.00 0.00 0.00
N -0.2342 -2.2135 5.2487 0.05 0.00 -0.03
C -1.1810 -1.7343 6.1047 -0.06 0.02 0.06
O -1.4724 -2.2313 7.1865 0.01 0.00 -0.02
N -1.8001 -0.5691 5.6899 0.04 -0.03 0.02
C -2.0219 -0.1416 4.3514 -0.03 -0.06 -0.01
C -1.8611 1.1910 4.0065 0.01 0.05 0.05
C -2.1407 1.5833 2.7130 -0.01 0.02 -0.03
C -2.5617 0.6196 1.8078 -0.04 -0.07 -0.03
N -2.6998 -0.6724 2.1133 0.03 0.08 0.13
C -2.4378 -1.0310 3.3690 -0.03 -0.03 -0.06
C 0.0544 -4.4716 6.2054 0.00 0.00 0.01
C 0.7857 -5.6515 6.2280 0.00 -0.01 -0.01
H 3.2152 -7.3085 4.5630 0.00 0.00 0.00
H 2.0818 -7.9590 5.7503 0.00 0.00 0.00
H 3.4986 -7.0568 6.2824 0.00 0.00 0.00
H 3.1945 -4.8744 4.0062 0.00 -0.01 0.00
H 1.9264 -2.7803 3.9515 -0.01 0.01 0.00
H 0.1262 -1.5751 4.5257 -0.02 0.01 -0.02
H -2.4395 -0.2301 6.3898 -0.01 0.01 -0.01
H -1.4894 1.8949 4.7407 0.00 0.00 0.01
H -1.9864 2.5953 2.3609 -0.01 0.00 -0.02
H -2.7875 0.9094 0.7869 -0.01 0.01 0.00
H -2.5511 -2.0829 3.6134 -0.01 0.00 0.00
H -0.8227 -4.3563 6.8218 0.00 0.00 0.00
H 0.4488 -6.4598 6.8697 0.00 0.00 0.00